[1]
Below is a molecular structure, C43H89BeCl5N5O9P, with properties calculated with ωB97M-V/def2-TZVPD.

HOMO-LUMO gap (spin up / spin down) in eV: 5.41 / 5.24
Spin multiplicity: 5
Lowest unoccupied orbital energy (spin up / spin down) in Eh: -0.0620 / -0.0680

Each line ends with the Mulliken spin population.
Cartesian coordinates (Å):
Be: 0.7348 0.3931 -0.4108  -0.066
C: 4.9274 3.0516 1.9955  0.001
C: 5.8550 1.8934 2.3802  -0.001
C: 5.9838 1.6849 3.8514  -0.001
O: 6.6723 0.4138 4.0672  0.000
C: 7.2061 0.2109 5.3403  0.000
N: 5.4131 0.6843 1.6103  0.000
H: 5.5439 0.8715 0.6265  0.000
H: 5.7306 -0.2410 1.8616  0.000
H: 4.4052 0.6235 1.6367  0.002
H: 5.3391 3.9674 2.4197  0.000
H: 3.9043 2.9353 2.3527  0.000
H: 4.7979 3.1881 0.9218  0.000
H: 6.7815 2.1544 1.8686  0.000
H: 5.0400 1.6841 4.3967  0.001
H: 6.5982 2.4915 4.2514  0.000
H: 7.2562 -0.8593 5.5412  0.000
H: 6.5762 0.5623 6.1575  0.000
H: 8.2171 0.6120 5.4117  0.000
P: 3.4050 0.7327 -0.8981  0.007
O: 2.8407 0.9028 0.5691  0.003
O: 4.9490 0.8960 -1.0471  0.000
O: 2.4228 1.7857 -1.5342  0.002
O: 2.7443 -0.5821 -1.3923  0.017
C: -1.7181 -2.8582 -3.5605  0.111
C: -2.1786 -3.5007 -2.3145  0.025
C: -2.3473 -5.0524 -2.5099  0.013
C: -0.9858 -5.7980 -2.5430  -0.009
C: -0.2499 -5.5264 -1.2753  0.026
C: -0.0038 -4.0573 -1.0930  0.009
N: -1.3192 -3.3289 -1.1136  0.369
O: -1.2354 -1.9758 -0.5950  0.527
C: 0.6179 -3.9988 0.3464  -0.049
C: 1.0678 -3.5651 -2.0415  0.030
C: -3.6883 -3.0656 -2.0754  0.012
H: -2.5769 -2.9006 -4.2304  0.000
H: -0.8652 -3.3771 -3.9980  0.002
H: -1.5376 -1.7846 -3.5062  -0.033
H: -2.9076 -5.3998 -1.6419  -0.002
H: -2.9535 -5.3615 -3.3614  0.000
H: -0.4020 -5.5645 -3.4334  0.000
H: -1.1451 -6.8753 -2.5893  -0.001
H: 0.7454 -5.9707 -1.2827  0.001
H: -0.7075 -5.9086 -0.3628  -0.004
H: -0.1318 -4.2626 1.0924  -0.003
H: 1.4582 -4.6925 0.3743  0.000
H: 0.9505 -2.9770 0.5288  0.019
H: 0.8921 -3.8057 -3.0900  -0.001
H: 1.1663 -2.4865 -1.9187  -0.005
H: 2.0247 -3.9865 -1.7337  0.002
H: -4.1549 -3.5155 -1.1991  0.001
H: -4.4014 -3.2944 -2.8674  0.000
H: -3.7944 -1.9874 -1.9557  -0.003
C: -3.2220 0.2493 2.6466  -0.002
C: -4.0351 0.8638 1.5154  0.005
C: -5.3114 1.3237 2.3354  0.018
C: -6.3397 2.2407 1.4658  -0.007
C: -5.4604 3.4937 1.0394  0.001
C: -4.1584 3.1417 0.2678  -0.011
N: -3.3765 2.0434 0.9171  0.391
O: -2.0675 1.7128 0.3281  0.549
C: -4.5039 2.8416 -1.2057  0.032
C: -3.4408 4.5171 0.2840  0.023
C: -4.5011 -0.1670 0.5161  0.050
H: -2.3203 -0.2603 2.3071  0.012
H: -3.8221 -0.4002 3.2839  0.002
H: -2.7297 0.9658 3.3041  -0.005
H: -5.9038 0.4959 2.7253  0.000
H: -4.9702 1.8658 3.2174  -0.004
H: -7.1062 2.5386 2.1812  0.000
H: -6.8236 1.7896 0.5995  0.000
H: -5.2931 4.1265 1.9109  0.000
H: -6.1156 4.0447 0.3648  0.000
H: -4.8977 1.8527 -1.4402  -0.001
H: -5.2223 3.5586 -1.6032  0.003
H: -3.5635 2.9870 -1.7374  -0.001
H: -3.0876 4.8640 1.2551  -0.005
H: -2.6394 4.3290 -0.4304  -0.005
H: -4.0003 5.3465 -0.1487  0.001
H: -3.7092 -0.3999 -0.1957  -0.025
H: -5.4253 0.0402 -0.0234  0.000
H: -4.7228 -1.1414 0.9515  0.001
C: 0.2401 2.1635 3.4340  -0.009
C: 0.7263 0.8897 4.2560  -0.003
C: 0.2296 1.0379 5.6498  0.002
C: 0.2973 -0.2317 6.4531  -0.006
C: -0.6121 -1.2346 5.7426  0.026
C: -0.0666 -1.6174 4.3180  -0.044
N: 0.1394 -0.3563 3.6144  0.473
O: 0.5691 -0.5000 2.2657  0.470
C: 1.1998 -2.4703 4.4288  0.033
C: -1.1677 -2.4643 3.7194  0.047
C: 2.2460 0.9622 4.3236  0.024
H: 0.3746 3.1504 3.8768  -0.001
H: -0.8072 2.0869 3.1418  0.006
H: 0.7617 2.1433 2.4772  0.009
H: 0.8552 1.7267 6.2173  -0.001
H: -0.8035 1.3800 5.7106  -0.002
H: 0.1643 -0.0159 7.5132  -0.001
H: 1.3339 -0.5654 6.4053  -0.001
H: -1.6008 -0.8229 5.5399  -0.009
H: -0.7481 -2.0799 6.4171  -0.001
H: 1.6167 -2.6609 3.4399  -0.001
H: 2.0167 -2.1030 5.0500  0.002
H: 0.8356 -3.4141 4.8347  0.001
H: -2.1546 -2.0053 3.6612  -0.008
H: -0.9044 -2.6830 2.6845  -0.013
H: -1.2049 -3.4204 4.2415  0.001
H: 2.6571 1.8542 4.7964  0.002
H: 2.5938 0.8568 3.2960  0.011
H: 2.7098 0.0614 4.7255  -0.003
C: -2.0962 2.8288 -4.6661  0.032
C: -2.0412 1.3100 -4.9167  -0.026
C: -1.9755 1.0313 -6.4044  0.012
C: -0.6697 1.3409 -7.1123  -0.015
C: 0.4884 0.6952 -6.3951  0.020
C: 0.5419 0.8893 -4.9087  -0.006
N: -0.7941 0.7145 -4.2458  0.449
O: -0.7335 0.7859 -2.7611  0.479
C: 1.5071 -0.1815 -4.4221  -0.037
C: 1.1410 2.2664 -4.6726  0.041
C: -3.3141 0.6571 -4.4177  0.017
H: -3.1606 3.0621 -4.6962  -0.002
H: -1.7292 3.4100 -5.5120  0.000
H: -1.7890 3.1110 -3.6591  -0.003
H: -2.3855 0.0982 -6.7907  -0.003
H: -2.6026 1.7789 -6.8900  0.000
H: -0.3923 2.3950 -7.1041  0.000
H: -0.6271 1.0312 -8.1565  -0.001
H: 1.4310 0.8449 -6.9215  0.000
H: 0.3112 -0.3684 -6.5552  -0.001
H: 1.8645 0.1616 -3.4512  0.019
H: 1.0708 -1.1730 -4.3013  0.008
H: 2.4643 -0.2372 -4.9405  -0.001
H: 0.5061 3.0887 -5.0025  0.001
H: 1.3160 2.4197 -3.6077  -0.003
H: 2.1172 2.2983 -5.1564  0.002
H: -3.5105 0.7418 -3.3489  0.000
H: -3.3750 -0.3937 -4.7009  -0.005
H: -4.1858 1.0796 -4.9174  0.001
Cl: 6.8544 -3.6119 -0.2037  0.000
C: 5.3698 -2.5617 -0.4229  0.000
C: 4.2124 -3.1496 0.3012  -0.002
Cl: 4.4292 -2.7182 2.0136  0.000
H: 5.0269 -2.4374 -1.4500  0.000
H: 5.5922 -1.5427 -0.1063  0.000
H: 4.0756 -4.2235 0.1735  0.000
H: 3.2428 -2.7990 -0.0525  0.001
C: 1.2701 5.0273 -1.3138  -0.001
Cl: 2.6511 6.1734 -1.5669  0.000
Cl: -0.0820 5.3113 -2.4097  0.000
Cl: 0.6699 5.1049 0.3619  0.000
H: 1.6185 4.0302 -1.5832  0.001



[2]
Below is 5 unconnected molecules or ions with the total composition C2H14O4S, with properties calculated with ωB97M-V/def2-TZVPD.

HOMO-LUMO gap in eV: 9.46
Structure (SMILES): CCS.O.O.O.O
Lowest unoccupied orbital energy in Eh: 0.0152
Relative energy (zero: lowest compared OMol25 entry of this formula, charge and spin) in eV: 0.692

Each line ends with the natural charge from an NBO analysis.
Cartesian coordinates (Å):
C: 2.0021 2.6007 1.0680  -0.611
C: 1.7040 1.6658 -0.0944  -0.509
S: 3.1530 0.8511 -0.8499  -0.053
H: 1.2338 3.3782 1.0982  0.220
H: 2.0236 2.1008 2.0240  0.216
H: 2.9631 3.0766 0.9215  0.204
H: 1.1893 2.1923 -0.8940  0.212
H: 1.0132 0.8988 0.2481  0.202
H: 4.0641 1.5180 -0.1376  0.118
O: -1.9019 -1.6606 2.6428  -0.954
H: -2.6964 -1.4336 3.1510  0.469
H: -2.0258 -1.2103 1.7989  0.484
O: -1.1979 -0.5815 -1.7192  -0.956
H: -1.4819 -1.4824 -1.5130  0.495
H: -0.4126 -0.4138 -1.1867  0.476
O: -3.0441 0.5139 0.1405  -0.985
H: -3.8914 0.8955 -0.0969  0.471
H: -2.6447 0.1041 -0.6458  0.497
O: -2.2956 -3.3484 -0.5688  -0.953
H: -2.9062 -4.0665 -0.3532  0.481
H: -1.4854 -3.6837 -0.1637  0.475



[3]
Below is a molecular structure, C17H25ClN2Re, with properties calculated with ωB97M-V/def2-TZVPD.

HOMO-LUMO gap (spin up / spin down) in eV: 3.87 / 5.64
Spin multiplicity: 4
Lowest unoccupied orbital energy (spin up / spin down) in Eh: -0.3013 / -0.3014
Net charge: +2
Relative energy (zero: lowest compared OMol25 entry of this formula, charge and spin) in eV: 2.223

Each line ends with the natural charge from an NBO analysis.
Cartesian coordinates (Å):
C: -3.5167 -4.0502 0.3272  0.620
C: -4.1715 -3.0277 1.1635  -0.757
C: -3.5487 -3.8568 -1.1335  -0.752
C: -2.3319 -4.7259 0.8894  -0.754
Cl: -1.1948 -1.4207 0.4354  -0.344
H: -4.2986 -4.6234 -1.4578  0.318
H: -2.6135 -4.0830 -1.6667  0.276
H: -3.9204 -2.8831 -1.4883  0.281
H: -5.0951 -3.5519 1.5137  0.319
H: -4.5088 -2.1178 0.6396  0.281
H: -3.6279 -2.7145 2.0722  0.286
H: -2.7312 -5.7378 1.1501  0.317
H: -1.9199 -4.3030 1.8206  0.284
H: -1.4981 -4.8878 0.1901  0.275
C: -0.5713 2.7927 -0.7179  -0.189
C: -0.6880 1.7844 -1.7189  -0.232
C: -1.4835 0.7422 -1.1822  -0.404
H: -0.3645 1.8138 -2.7670  0.262
C: -1.8148 1.1270 0.2079  -0.248
C: -1.1674 2.3326 0.4864  -0.225
H: -1.2419 2.8417 1.4589  0.261
H: -0.2012 3.8094 -0.9007  0.244
H: -1.9058 -0.0880 -1.7417  0.261
H: -2.4609 0.5726 0.8882  0.260
C: 2.3470 -0.8426 0.6422  -0.257
C: 2.6948 -0.1639 -0.5772  -0.183
C: 1.8468 -0.6450 -1.6418  -0.274
H: 3.5117 0.5340 -0.7127  0.264
C: 1.0296 -1.6931 -1.0972  -0.318
C: 1.3591 -1.8291 0.3121  -0.225
H: 0.9335 -2.4982 1.0279  0.272
H: 2.7520 -0.7116 1.6411  0.282
H: 1.8439 -0.3381 -2.6827  0.281
H: 0.3464 -2.2850 -1.6619  0.267
Re: 0.3366 0.0509 -0.1337  1.071
C: 2.8454 5.2132 0.2695  -0.399
N: 3.2231 3.8212 0.5569  -0.450
C: 4.6113 3.5684 0.9567  -0.397
C: 2.3724 2.8350 0.4407  0.624
N: 1.6195 1.9533 0.4086  -0.543
H: 3.7134 5.8354 0.5177  0.235
H: 1.9926 5.5291 0.8818  0.221
H: 2.5990 5.3596 -0.7870  0.218
H: 4.6524 3.0214 1.9035  0.220
H: 5.1516 2.9957 0.1906  0.213
H: 5.0940 4.5449 1.0768  0.236



[4]
Below is a single C4H7PS molecule, with properties calculated with ωB97M-V/def2-TZVPD.

HOMO-LUMO gap in eV: 8.42
Structure (SMILES): S/P=C/C1CC1
Lowest unoccupied orbital energy in Eh: -0.0033
Relative energy (zero: lowest compared OMol25 entry of this formula, charge and spin) in eV: 1.286

Each line ends with the natural charge from an NBO analysis.
Cartesian coordinates (Å):
S: -1.8375 -1.2979 -2.9722  -0.329
P: -1.5725 0.4060 -1.6983  0.518
C: -0.5684 -0.3817 -0.5343  -0.510
C: -0.0749 0.5492 0.4745  -0.307
C: 1.4447 0.7876 0.5842  -0.422
C: 0.7409 -0.1182 1.6145  -0.408
H: -3.1254 -1.2128 -2.7675  0.132
H: 0.0677 -1.1918 -0.7262  0.212
H: -0.7563 1.3445 0.7735  0.234
H: 2.2636 0.3254 0.0143  0.229
H: 1.7630 1.7982 1.0810  0.221
H: 0.9911 -1.2763 1.5413  0.213
H: 0.6641 0.2676 2.6152  0.218



For the records above, the corresponding total energy values read -144203.8918 -21326.3213 -35645.8516 -24383.1172 eV.
For the records above, the corresponding max |F| values read 5.800 0.578 5.993 4.341 eV Å⁻¹.